Computed, not measured: a molecular structure, C17H50KNO16S3, with wB97M-V/def2-TZVPD.

Structure (XYZ):
```
88
Properties=species:S:1:pos:R:3
K 6.30380 -6.71591 -17.91166
C 6.42882 -7.18074 -12.70445
C 6.18298 -6.95319 -14.17689
C 7.37803 -6.09679 -14.72630
O 6.05979 -8.15380 -14.93017
H 7.16347 -7.94371 -12.44707
H 5.47943 -7.53374 -12.30176
H 6.83262 -6.25858 -12.28650
H 5.28726 -6.33297 -14.21052
H 7.38948 -5.10201 -14.28089
H 7.40940 -5.99411 -15.81099
H 8.28178 -6.62736 -14.42660
C 2.97450 -7.30326 -16.00407
O 3.97965 -7.95432 -16.76552
H 3.32635 -7.20791 -14.97684
H 2.87433 -6.32439 -16.47300
H 2.04751 -7.87640 -15.98647
H 4.65365 -8.12633 -16.10391
C 9.24225 -9.71197 -14.39916
O 8.32098 -9.72663 -15.47307
H 8.63392 -9.88508 -13.51143
H 9.82725 -10.61471 -14.57502
H 9.91773 -8.87011 -14.24722
H 7.64383 -9.06554 -15.31173
C 3.84057 -10.23830 -12.67856
O 4.41630 -10.27532 -13.93582
H 3.04579 -10.94075 -12.42757
H 4.65400 -10.34777 -11.96131
H 3.31556 -9.31995 -12.41564
H 4.86014 -9.43732 -14.08528
C 11.23174 -4.63387 -14.40308
O 10.94429 -5.95115 -13.78972
H 12.20922 -4.52591 -14.87313
H 10.51386 -4.63892 -15.22328
H 11.11689 -3.78700 -13.72654
H 11.31194 -6.64141 -14.34647
O 7.64892 -15.73900 -14.44495
S 7.56279 -14.27565 -14.46919
O 6.71440 -13.57152 -15.42368
O 7.11414 -13.77643 -12.97974
C 6.72488 -12.38610 -12.86423
C 7.41026 -11.74681 -11.66428
C 9.31711 -13.59564 -14.44591
H 5.64255 -12.29124 -12.77676
H 6.88577 -11.78811 -13.76124
H 7.25694 -12.38067 -10.79088
H 6.98964 -10.74939 -11.53651
H 8.46804 -11.58301 -11.87011
H 9.13197 -12.54467 -14.22388
H 9.81541 -13.69471 -15.41027
H 9.86065 -13.96752 -13.57736
O 6.89139 -3.71305 -10.51080
S 8.03328 -4.24214 -9.82119
O 8.55182 -3.63101 -8.54729
O 7.55001 -5.84245 -9.42872
C 8.39634 -6.71359 -8.71062
C 8.67191 -7.95191 -9.58533
C 9.40327 -4.58118 -11.06606
H 7.93827 -7.07772 -7.79101
H 9.32127 -6.21080 -8.42814
H 9.28568 -7.65804 -10.43681
H 7.70821 -8.44050 -9.72906
H 9.21487 -8.72685 -9.04424
H 8.94738 -5.18540 -11.85039
H 10.17625 -5.15686 -10.55694
H 9.87263 -3.66016 -11.41176
O 5.13536 -4.47777 -16.72347
S 4.36855 -3.57812 -15.82530
O 4.06835 -3.93423 -14.45701
O 5.15978 -2.11588 -15.72099
C 6.08845 -1.71113 -16.77845
C 7.46166 -2.39218 -16.64125
C 2.86449 -2.95033 -16.67013
H 6.28955 -0.65619 -16.59200
H 5.69797 -1.91529 -17.77542
H 7.33708 -3.47414 -16.68508
H 7.92138 -2.10560 -15.69540
H 8.05074 -2.10563 -17.51244
H 2.26565 -3.84984 -16.81286
H 3.17283 -2.47535 -17.60148
H 2.50351 -2.21942 -15.94655
C 3.67607 -5.13036 -11.48820
N 2.43378 -5.22267 -10.74463
O 1.72520 -6.22567 -10.81731
O 2.14009 -4.31188 -9.98207
H 4.44066 -5.40050 -10.75982
H 3.70032 -4.09060 -11.81438
H 3.66682 -5.75323 -12.38265
```

Values from the calculation:
- charge = -1
- orbital gap (spin up / spin down) (eV) = 2.400 / 7.668
- 2S+1 = 2

Computed, not measured: 2 unconnected molecules or ions with the total composition C11H11N, with wB97M-V/def2-TZVPD.

Structure (XYZ):
```
23
Properties=species:S:1:pos:R:3
C -1.35331 -0.15797 0.51757
C -2.26116 -1.27934 0.58394
C -3.53703 -1.19364 0.14880
C -4.03651 0.08723 -0.20928
C -3.16338 1.16397 -0.26730
C -1.76422 1.09004 -0.07642
C 1.43902 0.03926 -0.16576
C 2.26271 1.13421 0.23515
C 3.64360 1.00261 0.23243
C 4.18239 -0.32894 0.14797
C 3.22391 -1.27883 -0.33147
H -0.29026 -0.32359 0.88495
H -1.76657 -2.22366 0.71237
H -4.34446 -1.98884 0.06608
H -5.02739 0.16667 -0.84178
H -3.64590 2.04795 -0.82805
H -1.16003 2.02232 -0.31151
H 0.35614 0.09491 -0.37947
H 1.99677 2.16138 0.59632
H 4.37996 1.84200 0.51644
H 5.30133 -0.70275 0.02359
H 3.64068 -2.19131 -0.80473
N 1.92369 -1.18369 -0.44984
```

Values from the calculation:
- SMILES = c1ccccc1.c1ccncc1
- orbital gap (eV) = 9.889
- energy relative to the best compared isomer or geometry (same formula, charge and spin) (kcal per mole) = 82.92
- 2S+1 = 1

Computed, not measured: 2 unconnected molecules or ions with the total composition C4H11N2S, with wB97M-V/def2-TZVPD.

Structure (XYZ):
```
18
Properties=species:S:1:pos:R:3
C -0.06600 2.28139 -1.83813
C 0.78676 1.25552 -1.36947
C 1.11610 -1.98474 1.04335
C -1.20454 -0.60044 2.14468
N -0.24422 0.08230 -0.04199
N 0.07118 1.01502 -2.62225
S 0.38951 -0.30974 1.33590
H -1.12510 2.43256 -1.67842
H 0.40863 3.08296 -2.33332
H 1.79751 1.10507 -1.21578
H 0.39580 -2.61142 0.47297
H 1.43387 -2.51318 1.98240
H 1.98843 -1.87183 0.41589
H -1.15120 -0.94920 3.24099
H -1.85307 -1.35431 1.60010
H -1.67257 0.44852 2.21803
H 0.45516 1.17008 -3.60974
H -0.72104 0.30120 -2.53649
```

Values from the calculation:
- charge = +1
- orbital gap (spin up / spin down) (eV) = 8.688 / 8.688
- energy relative to the best compared isomer or geometry (same formula, charge and spin) (kcal per mole) = 137.10
- 2S+1 = 1

Computed, not measured: a single C21H22N4O3 molecule, with wB97M-V/def2-TZVPD.

Structure (XYZ):
```
50
Properties=species:S:1:pos:R:3
C 3.95261 3.64497 0.15854
H 3.61180 4.09910 -0.76987
O 5.12035 2.93139 -0.14545
C 5.66331 2.26448 0.97413
C 6.92051 1.50203 0.55815
H 7.73122 2.20455 0.36671
H 7.20980 0.84806 1.38125
C 6.69186 0.67056 -0.71206
N 5.45970 -0.07727 -0.66033
C 5.37078 -1.32140 -0.17078
O 6.31445 -2.01850 0.13538
C 3.93156 -1.84560 -0.06934
O 3.01928 -0.77186 -0.14336
C 1.68246 -1.03016 -0.08600
C 0.84858 0.08737 -0.18035
C -0.51793 -0.05685 -0.13025
C -1.09057 -1.32155 0.01364
C -0.25541 -2.43143 0.10467
C 1.11827 -2.29409 0.05678
H 1.73932 -3.17268 0.13163
H -0.70168 -3.40699 0.21473
C -2.54260 -1.48138 0.06744
N -3.28780 -0.38156 0.00402
C -4.60818 -0.52142 0.05242
C -5.20194 -1.78044 0.16474
C -4.33579 -2.85944 0.22401
N -3.02385 -2.72071 0.17737
H -4.69754 -3.87689 0.31239
H -6.27263 -1.87900 0.20178
C -5.42217 0.70076 -0.01539
N -6.74371 0.54421 0.02494
C -7.50529 1.61785 -0.03270
C -7.00459 2.90896 -0.13323
C -5.62871 3.07527 -0.17516
C -4.81992 1.95490 -0.11560
H -3.74472 2.02037 -0.14351
H -5.19573 4.06243 -0.25291
H -7.67236 3.75525 -0.17696
H -8.57147 1.43326 0.00374
H -1.16477 0.80251 -0.20301
H 1.30280 1.05970 -0.29563
H 3.77298 -2.55653 -0.89190
H 3.83697 -2.38759 0.87983
H 4.60616 0.44169 -0.80241
H 6.64641 1.33412 -1.57692
H 7.50909 -0.04320 -0.83390
H 4.91696 1.56634 1.38639
H 5.91077 2.99060 1.76414
H 4.14514 4.43077 0.89971
H 3.17123 2.98109 0.55201
```

Values from the calculation:
- SMILES = COCCCNC(=O)COc1ccc(-c2nccc(-c3ccccn3)n2)cc1
- orbital gap (eV) = 8.337
- energy relative to the best compared isomer or geometry (same formula, charge and spin) (kcal per mole) = 43.80
- 2S+1 = 1

Computed, not measured: a gas-phase ion, C2H7N4S2 (charge +1), with wB97M-V/def2-TZVPD.

Structure (XYZ):
```
15
Properties=species:S:1:pos:R:3
C -0.62847 -1.12160 1.70643
C 1.19096 -0.84707 0.24017
N -0.46988 1.29087 -0.77939
N -0.76185 0.54110 0.22886
N -1.05580 2.42449 -0.93427
N -0.06898 -0.36834 0.65290
S 0.49874 0.26184 -2.20925
S -1.35462 3.59259 -1.89922
H -0.81430 -2.05120 1.24384
H 0.24735 -1.28123 2.38506
H -1.53881 -0.77561 2.07085
H 1.74815 -0.07519 -0.15793
H 1.58584 -1.33641 1.10889
H 1.02469 -1.65364 -0.54642
H 0.39698 1.39939 -3.11050
```

Values from the calculation:
- SMILES = C[N+](C)=NN(S)N=S
- charge = +1
- orbital gap (eV) = 6.381
- energy relative to the best compared isomer or geometry (same formula, charge and spin) (kcal per mole) = 120.98
- 2S+1 = 1

Computed, not measured: 9 unconnected molecules or ions with the total composition C45H109N7O9, with wB97M-V/def2-TZVPD.

Structure (XYZ):
```
170
Properties=species:S:1:pos:R:3
C 6.28577 -2.14857 -1.80803
O 7.63930 -1.78142 -1.42722
H 5.50302 -1.50346 -1.40898
H 6.14162 -2.08361 -2.88651
H 6.09501 -3.14181 -1.40161
H 8.25456 -2.39421 -1.83654
C -0.37400 -0.01503 -1.38367
O 0.55792 0.98554 -1.72850
H -0.33229 0.11400 -0.30214
H -1.28783 0.06293 -1.97269
H -0.07901 -1.01392 -1.70508
H 0.65452 1.07328 -2.67959
C 9.17370 5.74954 -4.20762
C 9.43518 4.61088 -3.14198
C 9.03895 4.89989 -1.69949
O 7.65764 5.11401 -1.76805
C 6.96064 4.18519 -0.98503
N 8.61886 3.47654 -3.66331
H 8.32643 6.39970 -3.98962
H 9.16985 5.30811 -5.20423
H 10.09046 6.33475 -4.13575
H 10.49279 4.34823 -3.11811
H 9.59846 5.72663 -1.26182
H 9.32486 4.07225 -1.05036
H 7.20874 3.21866 -1.42364
H 5.87653 4.26351 -1.06678
H 7.20117 4.17763 0.07807
H 8.97489 2.56755 -3.40433
H 7.83261 3.61276 -3.04415
C -0.82302 -7.56441 -4.76596
C 0.35838 -8.33030 -5.38453
C 0.71571 -8.11035 -6.85788
O -0.11226 -8.80879 -7.75105
C -0.53240 -8.14737 -8.92884
N 1.57200 -7.91403 -4.63945
H -0.85836 -7.97142 -3.75542
H -1.75830 -7.85257 -5.24588
H -0.77308 -6.47652 -4.72024
H 0.18250 -9.38812 -5.18910
H 1.72612 -8.39596 -7.15041
H 0.75440 -7.05907 -7.14321
H -1.07138 -7.27251 -8.56523
H -1.17983 -8.88707 -9.39978
H 0.22688 -7.76468 -9.61085
H 2.35954 -8.38060 -5.06631
H 1.59013 -6.94974 -4.93934
C 3.31629 -1.02559 -8.44818
C 3.78156 0.34720 -8.21611
C 3.28059 1.05776 -6.98306
O 1.82933 1.16371 -6.90164
C 1.28149 2.10886 -7.80138
N 5.25564 0.27087 -8.28528
H 2.23684 -1.12778 -8.55967
H 3.57413 -1.58347 -7.54796
H 3.91821 -1.48553 -9.23192
H 3.44408 1.00869 -9.01400
H 3.70339 2.06045 -6.92016
H 3.55983 0.57795 -6.04503
H 0.23467 2.28139 -7.55135
H 1.24661 1.68350 -8.80436
H 1.95943 2.96165 -7.76612
H 5.64854 0.93686 -8.93504
H 5.55428 0.68309 -7.41293
C -7.37061 -2.75760 -5.96950
C -7.60559 -1.43106 -6.64413
C -7.90595 -0.26636 -5.66886
O -6.78470 0.19059 -4.97312
C -6.89997 1.07296 -3.95174
N -6.32989 -1.19194 -7.30513
H -7.50974 -3.57866 -6.67278
H -8.23965 -2.89296 -5.32565
H -6.41589 -2.79111 -5.44464
H -8.34370 -1.47097 -7.44519
H -8.75721 -0.62636 -5.09105
H -8.27301 0.66623 -6.09738
H -7.68087 0.73485 -3.27058
H -7.11449 2.00034 -4.48282
H -5.99346 1.10850 -3.34752
H -5.79572 -0.74047 -6.57648
H -6.50798 -0.47134 -7.99006
C -8.09444 -0.16254 5.05362
C -7.67186 0.04338 3.57589
C -6.21899 -0.52424 3.38306
C -5.95734 -1.93145 2.98509
C -7.03336 -2.31545 1.99848
C -8.45610 -2.09046 2.41557
N -8.66554 -0.67521 2.73039
O -9.99103 -0.20559 2.82791
C -9.23008 -2.37593 1.09477
C -8.99964 -3.04536 3.47930
C -7.60599 1.55936 3.21828
H -7.54307 0.52051 5.69979
H -7.94683 -1.11893 5.55527
H -9.13095 0.16538 5.13244
H -5.71767 0.12620 2.66633
H -5.79040 -0.39550 4.37695
H -6.03915 -2.64290 3.80682
H -4.94146 -2.17699 2.67560
H -6.91141 -3.39331 1.89152
H -6.82044 -1.80801 1.05759
H -9.21698 -1.55782 0.37461
H -8.82780 -3.23571 0.55901
H -10.23823 -2.67847 1.37798
H -9.97028 -2.76041 3.88521
H -9.11951 -4.07671 3.14758
H -8.45361 -3.01517 4.42220
H -7.63300 1.87583 2.17558
H -6.68539 1.98270 3.61998
H -8.50424 2.03017 3.61778
H -9.87947 0.52954 2.22067
C -2.86974 8.69977 5.61353
C -1.41231 8.12129 5.34427
C -1.51243 6.64717 5.78523
C -0.31906 5.75128 5.38209
C -0.20845 5.86116 3.81463
C -0.03711 7.34887 3.34263
N -1.02527 8.27620 3.89252
O -0.73183 9.59120 3.62539
C 1.46906 7.79791 3.56003
C -0.37133 7.26886 1.84914
C -0.42835 8.80924 6.35244
H -2.83538 9.76553 5.38753
H -3.21144 8.72649 6.64824
H -3.61667 8.09025 5.10492
H -1.33422 6.68785 6.85979
H -2.55082 6.33241 5.68148
H -0.41700 4.77150 5.84958
H 0.55993 6.18211 5.86153
H -0.98376 5.21957 3.39587
H 0.74695 5.36605 3.64091
H 2.00793 8.25052 2.72765
H 1.50574 8.40340 4.46564
H 2.10873 6.96209 3.84343
H -0.24261 8.23275 1.35675
H 0.45950 6.70546 1.42441
H -1.16364 6.60580 1.50172
H -0.47603 9.89773 6.32025
H 0.61658 8.49906 6.35349
H -0.75214 8.71085 7.38857
H 0.16535 9.73336 3.93599
C 4.29886 -5.63980 4.25370
C 3.81277 -5.08828 5.75153
C 4.67614 -5.77613 6.82295
C 6.04504 -5.16444 6.98877
C 5.88141 -3.64259 7.23315
C 5.06213 -2.90553 6.05259
N 3.78806 -3.63058 5.83595
O 3.04208 -3.04369 4.83295
C 4.68478 -1.43055 6.48733
C 5.97298 -2.80805 4.78433
C 2.28100 -5.58857 5.88716
H 3.62121 -5.21754 3.51168
H 4.20978 -6.72254 4.16516
H 5.36056 -5.42661 4.12941
H 4.14347 -5.87134 7.76915
H 4.82377 -6.80348 6.49000
H 6.54034 -5.36384 6.03850
H 6.65584 -5.63230 7.76087
H 6.83256 -3.18972 7.51300
H 5.21985 -3.62173 8.09917
H 4.37316 -0.81075 5.64659
H 3.85339 -1.30105 7.18024
H 5.54660 -0.96246 6.96300
H 5.56721 -2.50827 3.81811
H 6.71753 -2.01978 4.89556
H 6.59133 -3.68375 4.58710
H 2.17750 -6.65945 5.71218
H 1.68943 -5.13448 5.09221
H 1.79245 -5.29257 6.81549
H 2.17950 -3.44279 4.96808
```

Values from the calculation:
- SMILES = CC1(C)CCCC(C)(C)N1O.CC1(C)CCCC(C)(C)N1O.CC1(C)CCCC(C)(C)N1O.COC[C@H](C)N.COC[C@H](C)N.COC[C@H](C)N.COC[C@H](C)N.CO.CO
- orbital gap (eV) = 8.114
- energy relative to the best compared isomer or geometry (same formula, charge and spin) (kcal per mole) = 21.28
- 2S+1 = 1

Repeat the fifth record exactly.
Computed, not measured: a gas-phase ion, C2H7N4S2 (charge +1), with wB97M-V/def2-TZVPD.

Structure (XYZ):
```
15
Properties=species:S:1:pos:R:3
C -0.62847 -1.12160 1.70643
C 1.19096 -0.84707 0.24017
N -0.46988 1.29087 -0.77939
N -0.76185 0.54110 0.22886
N -1.05580 2.42449 -0.93427
N -0.06898 -0.36834 0.65290
S 0.49874 0.26184 -2.20925
S -1.35462 3.59259 -1.89922
H -0.81430 -2.05120 1.24384
H 0.24735 -1.28123 2.38506
H -1.53881 -0.77561 2.07085
H 1.74815 -0.07519 -0.15793
H 1.58584 -1.33641 1.10889
H 1.02469 -1.65364 -0.54642
H 0.39698 1.39939 -3.11050
```

Values from the calculation:
- SMILES = C[N+](C)=NN(S)N=S
- charge = +1
- orbital gap (eV) = 6.381
- energy relative to the best compared isomer or geometry (same formula, charge and spin) (kcal per mole) = 120.98
- 2S+1 = 1

What did the second record say?
Computed, not measured: 2 unconnected molecules or ions with the total composition C11H11N, with wB97M-V/def2-TZVPD.

Structure (XYZ):
```
23
Properties=species:S:1:pos:R:3
C -1.35331 -0.15797 0.51757
C -2.26116 -1.27934 0.58394
C -3.53703 -1.19364 0.14880
C -4.03651 0.08723 -0.20928
C -3.16338 1.16397 -0.26730
C -1.76422 1.09004 -0.07642
C 1.43902 0.03926 -0.16576
C 2.26271 1.13421 0.23515
C 3.64360 1.00261 0.23243
C 4.18239 -0.32894 0.14797
C 3.22391 -1.27883 -0.33147
H -0.29026 -0.32359 0.88495
H -1.76657 -2.22366 0.71237
H -4.34446 -1.98884 0.06608
H -5.02739 0.16667 -0.84178
H -3.64590 2.04795 -0.82805
H -1.16003 2.02232 -0.31151
H 0.35614 0.09491 -0.37947
H 1.99677 2.16138 0.59632
H 4.37996 1.84200 0.51644
H 5.30133 -0.70275 0.02359
H 3.64068 -2.19131 -0.80473
N 1.92369 -1.18369 -0.44984
```

Values from the calculation:
- SMILES = c1ccccc1.c1ccncc1
- orbital gap (eV) = 9.889
- energy relative to the best compared isomer or geometry (same formula, charge and spin) (kcal per mole) = 82.92
- 2S+1 = 1

> What is the formula in the fourth record?

C21H22N4O3

> The highest 2S+1 belongs to which entry?

C17H50KNO16S3